A structure of composition C15H23BNNaO9PS at a distorted geometry. Source: the OMol25 dataset; level of theory: ωB97M-V with the def2-TZVPD basis set.

Atoms and positions in Å:
C 3.27600 -3.80267 4.27443
C 2.71403 -2.64031 4.45792
C 1.85760 -1.31463 4.70564
C 1.06924 -0.77049 3.37525
C 0.77802 -1.90943 2.27440
B -0.49033 -1.60425 1.27881
O -1.45863 -2.74345 1.58414
N -1.13035 -3.85294 0.87656
O -1.04408 -4.78496 1.65625
O -1.02012 -0.23309 1.45284
C -0.72391 0.46251 0.18571
C -1.59707 1.80288 -0.13747
O -0.84229 2.58794 -1.09539
C -0.76688 3.98707 -0.73594
C 0.72330 4.57036 -1.09055
C 1.38365 3.88737 -2.39716
C 0.76132 1.02411 0.47762
O 1.86781 0.49960 0.09016
O 0.85915 2.19224 1.29180
C -0.95333 -0.69497 -0.91782
C -0.44665 -0.42595 -2.45282
C 1.10705 -0.74797 -2.68506
C 1.77667 0.03872 -3.71841
P -2.75735 -1.29666 -1.24436
O -2.70831 -3.01144 -1.58213
O -3.48557 -0.47689 -2.60987
S -3.96748 -1.01871 0.24574
O -0.30017 -1.79322 -0.19705
H 3.67460 -4.86756 4.11089
H 1.03315 -1.43949 5.51768
H 2.50580 -0.41986 5.07559
H 0.12894 -0.23326 3.77179
H 1.78216 0.00641 2.89398
H 0.57854 -2.95201 2.75919
H 1.71552 -2.04580 1.60874
H -1.91866 2.35971 0.81083
H -2.58675 1.49438 -0.67775
H -1.51747 4.60909 -1.35563
H -0.92579 4.21519 0.37672
H 0.65443 5.70599 -1.25594
H 1.46483 4.39816 -0.20936
H 0.65955 3.28317 -3.04930
H 2.32600 3.29094 -2.09006
H 1.77143 4.75969 -3.06782
H -0.78251 0.61492 -2.80580
H -1.03373 -1.20294 -3.10036
H 1.63569 -1.58224 -2.09586
H 2.33576 -0.44630 -4.61168
H 1.68737 1.19786 -3.66615
H -2.60216 -3.05898 -2.57289
H -3.20919 -1.05943 -3.37510
Na -3.85887 -4.55837 -0.35500

Atoms 1-6, force components in eV/Å:
-2.71 4.94 0.88
1.64 -4.74 -0.33
-0.07 0.21 -0.22
1.11 -0.21 -0.18
0.82 -0.62 0.25
0.85 1.28 -0.11

Values from the calculation:
**Orbital gap**: 3.805 eV
**Charge**: -1
**Molecular weight**: 458.19 g mol⁻¹
**Highest occupied orbital energy**: -3.80 eV

---

A structure of composition C5H7NO at a distorted geometry. Source: the OMol25 dataset; level of theory: ωB97M-V with the def2-TZVPD basis set.

Atoms and positions in Å:
C -0.76324 2.69180 -1.83527
C 1.02143 -0.44515 -0.52312
C -0.08004 -1.06579 0.36308
C -0.07129 0.42830 -0.97423
C -0.13088 -0.67037 1.92316
N -0.29554 1.54525 -1.54247
O -1.07533 -0.31886 -0.35982
H -1.25067 2.75066 -2.90231
H 1.85802 0.14137 -0.03928
H 1.48410 -1.10417 -1.12789
H -0.22697 -2.12504 0.14479
H -0.21814 0.51859 2.00759
H 0.71501 -1.05485 2.48259
H -0.96646 -1.29173 2.38317

Atoms 1-6, force components in eV/Å:
-0.39 -0.71 -0.86
0.74 2.89 3.32
0.45 0.21 1.75
-1.83 1.55 -1.31
-0.99 0.26 -1.36
-0.06 -0.71 0.12

Values from the calculation:
**Orbital gap**: 8.461 eV
**Molecular weight**: 97.12 g mol⁻¹
**Highest occupied orbital energy**: -7.59 eV

---

A cluster of 8 separate species, H16O8 in total at a distorted geometry. Source: the OMol25 dataset; level of theory: ωB97M-V with the def2-TZVPD basis set.

Atoms and positions in Å:
O 0.69453 2.27069 -0.26013
H -0.23962 2.04925 -0.56893
H 1.17019 1.62963 -0.83042
O -1.99339 1.13447 -0.80299
H -2.14349 0.59982 0.08217
H -2.90211 1.45192 -1.05834
O 2.04841 0.05059 -1.38428
H 2.67317 -0.41310 -1.90484
H 1.85048 -0.57646 -0.64011
O 0.52398 1.32294 2.08643
H 0.70214 1.73365 1.16585
H 1.32612 1.20831 2.51185
O 1.80611 -0.99067 1.16198
H 1.24373 -1.78324 1.00210
H 1.13718 -0.36517 1.56909
O -1.62812 -0.13957 1.65207
H -1.34483 -1.07441 1.36801
H -0.90512 0.48502 1.94596
O -0.72209 -2.22174 0.17410
H -0.53406 -1.81938 -0.69719
H -1.49124 -2.70678 0.04618
O -0.55906 -0.99836 -2.28941
H 0.32885 -0.60406 -2.37351
H -1.04176 -0.24334 -1.95563

Atoms 1-6, force components in eV/Å:
-1.46 -0.91 -1.52
0.90 0.68 0.73
0.46 0.38 0.36
-1.73 -0.73 1.22
0.68 1.04 -1.34
1.47 -0.41 0.33

Values from the calculation:
**Orbital gap**: 11.280 eV
**SMILES**: O.O.O.O.O.O.O.O
**Molecular weight**: 144.12 g mol⁻¹
**Highest occupied orbital energy**: -10.92 eV

---

A structure of composition C22H27F24NaO6 at a distorted geometry. Source: the OMol25 dataset; level of theory: ωB97M-V with the def2-TZVPD basis set.

Atoms and positions in Å:
Na 3.04328 0.39469 -0.03651
O -0.82686 -0.65248 0.51860
C 0.36198 -0.18796 0.54652
O 0.65577 0.61771 -0.33429
O 1.14470 -0.41961 1.47132
H -0.89443 -0.07746 -0.24716
C 2.51415 -4.65057 1.13463
C 2.18315 -4.81554 -0.40339
C 1.82545 -3.44806 -1.03969
F 2.66686 -2.45088 -0.67447
F 1.61640 -3.41622 -2.40431
F 3.18808 -5.39947 -1.04206
F 1.11377 -5.62235 -0.48955
O 1.49672 -3.93013 1.83008
C 1.78150 -3.69933 3.20472
C 0.66902 -2.82756 3.78828
F -0.50202 -3.48923 3.67163
F 0.88663 -2.59370 5.11056
F 1.93096 -4.81298 3.86016
F 2.87680 -3.02710 3.34768
H 3.46456 -4.12419 1.22254
H 2.52904 -5.68857 1.46690
H 0.88906 -3.09419 -0.60835
H 0.61019 -1.82084 3.37459
C -3.98432 2.52397 2.21778
C -3.04694 3.54710 1.47228
C -2.37323 2.90977 0.20504
F -3.17375 2.39562 -0.69347
F -1.51401 3.71230 -0.48995
F -3.75530 4.62975 1.15677
F -2.11579 3.92716 2.27301
O -3.27131 1.31978 2.61589
C -3.96825 0.26347 3.27057
C -3.00457 -0.98747 3.33303
F -1.77458 -0.76174 3.77470
F -3.53692 -1.94840 4.11050
F -4.39575 0.81746 4.39912
F -5.07323 -0.04226 2.58557
H -4.88364 2.24177 1.67035
H -4.27720 3.04992 3.12646
H -1.71401 2.06965 0.42348
H -2.89115 -1.35975 2.31487
C 4.14503 3.39221 -0.09959
C 5.62111 2.91455 -0.05220
C 6.56774 3.87706 0.65170
F 6.69840 5.08640 0.13661
F 6.28582 4.04775 1.92913
F 5.66591 1.72784 0.57414
F 6.05896 2.69682 -1.28896
O 3.47980 2.52704 -1.02776
C 2.85763 3.16228 -2.21692
C 1.56788 3.93147 -1.73669
F 1.71584 4.90149 -0.90175
F 0.78645 4.32118 -2.73277
F 3.70717 3.91732 -2.83410
F 2.59931 2.08510 -3.01920
H 4.10401 4.42309 -0.45130
H 3.63140 3.37028 0.86156
H 7.58285 3.48001 0.65466
H 0.96425 3.24354 -1.14467
C -4.98308 -1.71403 -0.91691
C -3.53766 -1.43209 -1.36994
C -3.28597 -1.87985 -2.87011
C -1.87192 -1.63884 -3.41438
C -1.45972 -0.17364 -3.62122
C 0.00554 0.03492 -3.75318
H -5.73924 -1.19258 -1.50377
H -5.06796 -1.33535 0.10167
H -5.26469 -2.76689 -0.90033
H -3.44406 -0.34702 -1.32552
H -2.82793 -1.74625 -0.60464
H -4.10544 -1.50235 -3.48171
H -3.43762 -2.95867 -2.90581
H -1.07584 -2.05769 -2.79884
H -1.79010 -2.21425 -4.33650
H -1.93015 0.22513 -4.51999
H -1.92327 0.29084 -2.75087
H 0.49455 -0.22101 -2.81325
H 0.38745 -0.59037 -4.56019
H 0.34677 1.04248 -3.99081

Atoms 1-6, force components in eV/Å:
0.38 0.06 -0.35
-0.36 -0.84 0.44
-0.74 -0.55 1.59
2.44 1.36 -0.82
1.96 -0.08 0.91
-3.51 0.00 -2.05

Values from the calculation:
**Orbital gap (alpha / beta)**: 9.655 / 4.301 eV
**Charge**: +1
**Molecular weight**: 866.39 g mol⁻¹
**Highest occupied orbital energy (alpha / beta)**: -13.14 / -13.14 eV
**<S²>**: 0.76
**2S+1**: 2